C30H60MgO16S7 | the ωB97M-V functional and the def2-TZVPD basis

Last column: Mulliken charge in e.
Element x y z (Å)
Mg  -0.039  0.543  0.509  2.900
O  0.448  1.935  1.899  -0.840
C  -0.653  1.948  2.846  -0.687
C  -1.974  1.124  2.499  -0.400
O  -1.800  0.064  1.569  -0.886
H  -0.938  2.959  3.140  0.331
H  -0.291  1.438  3.739  0.241
H  -2.623  1.852  2.012  0.377
H  -2.384  0.697  3.414  -0.132
C  -2.109  -4.565  -0.939  -0.884
C  -3.353  -3.714  -0.579  -0.103
C  -3.065  -2.221  -0.822  -0.607
S  -1.437  -2.028  -1.604  1.084
O  -0.686  -0.951  -0.974  -0.639
O  -1.708  -2.040  -3.040  -0.862
C  -0.860  -3.616  -0.910  -0.201
H  -2.273  -4.975  -1.936  0.247
H  -1.940  -5.473  -0.361  0.537
H  -3.572  -3.749  0.488  -0.392
H  -4.248  -3.931  -1.161  0.422
H  -3.041  -1.607  0.078  -0.017
H  -3.816  -1.670  -1.387  0.634
H  -0.624  -3.344  0.119  -0.344
H  0.066  -3.834  -1.442  0.611
C  3.010  7.311  0.929  -0.671
C  3.052  5.886  1.517  -0.241
C  1.588  5.470  1.762  -0.563
S  0.684  5.940  0.195  0.904
O  -0.609  6.574  0.527  -0.701
O  0.718  4.820  -0.695  -0.388
C  1.978  7.230  -0.239  -0.759
H  4.018  7.615  0.648  0.373
H  2.712  7.963  1.750  0.307
H  3.690  5.875  2.401  0.412
H  3.481  5.136  0.854  -0.010
H  1.139  6.266  2.355  0.434
H  1.270  4.568  2.285  0.111
H  1.336  8.082  -0.459  0.430
H  2.501  6.909  -1.140  0.293
C  -0.091  -2.082  4.463  -0.214
C  1.406  -1.790  4.840  -1.026
C  2.143  -1.225  3.637  -0.416
S  1.407  -2.014  2.177  0.902
O  2.338  -3.030  1.797  -0.835
O  1.051  -0.885  1.304  -0.671
C  -0.100  -2.684  3.003  0.201
H  -0.705  -1.187  4.365  -0.123
H  -0.579  -2.737  5.186  0.302
H  1.781  -2.772  5.130  0.374
H  1.455  -1.212  5.762  0.415
H  3.227  -1.329  3.584  0.527
H  1.816  -0.195  3.495  0.045
H  0.020  -3.768  2.988  0.608
H  -0.974  -2.430  2.404  -0.497
C  5.002  0.517  -0.281  -0.610
C  5.059  2.022  -0.605  -0.723
C  3.578  2.478  -0.797  -0.737
S  2.698  1.092  -1.620  1.295
O  2.553  1.329  -3.054  -0.913
O  1.547  0.802  -0.724  0.004
C  4.084  -0.137  -1.286  -0.931
H  4.585  0.387  0.717  0.160
H  5.944  -0.031  -0.284  0.457
H  5.670  2.146  -1.499  0.321
H  5.472  2.498  0.285  0.399
H  3.358  3.372  -1.380  0.513
H  3.026  2.565  0.139  0.141
H  4.548  -0.217  -2.269  0.431
H  3.667  -1.116  -1.051  0.382
C  -0.805  1.512  -4.024  0.722
C  -2.312  1.218  -4.038  -1.066
C  -2.812  1.352  -2.590  0.078
S  -1.623  2.517  -1.785  0.892
O  -0.811  1.773  -0.783  -0.578
O  -2.280  3.771  -1.306  -0.803
C  -0.582  2.769  -3.281  -0.854
H  -0.488  1.651  -5.058  0.558
H  -0.291  0.673  -3.556  -0.668
H  -2.513  0.205  -4.386  0.434
H  -2.854  1.944  -4.645  0.371
H  -2.869  0.387  -2.086  -0.752
H  -3.685  1.984  -2.430  0.671
H  0.416  3.002  -2.911  0.228
H  -1.078  3.569  -3.832  0.534
C  -5.082  -1.551  3.797  -0.945
C  -4.113  -1.710  4.984  0.135
C  -4.032  -3.276  5.339  -0.847
S  -4.049  -4.024  3.664  1.035
O  -5.175  -4.952  3.521  -0.737
O  -2.720  -4.392  3.228  -0.521
C  -4.642  -2.573  2.709  0.325
H  -4.881  -0.533  3.465  0.411
H  -6.144  -1.692  3.998  0.328
H  -4.419  -1.065  5.808  0.503
H  -3.163  -1.286  4.660  -0.436
H  -5.010  -3.554  5.732  0.403
H  -3.268  -3.678  6.005  0.452
H  -5.371  -2.866  1.953  0.688
H  -3.794  -2.163  2.161  -0.706
C  1.501  -3.381  -5.977  -0.833
C  1.359  -1.865  -5.991  -0.694
C  2.240  -1.233  -4.860  0.428
S  2.697  -2.554  -3.641  0.941
O  2.095  -2.185  -2.341  -0.380
O  4.085  -2.964  -3.852  -0.726
C  1.588  -3.780  -4.451  -0.541
H  2.307  -3.651  -6.660  0.330
H  0.571  -3.699  -6.447  0.396
H  0.368  -1.546  -5.669  0.165
H  1.575  -1.448  -6.975  0.408
H  1.701  -0.423  -4.368  -0.587
H  3.184  -0.750  -5.115  0.547
H  0.603  -3.605  -4.017  0.035
H  1.942  -4.784  -4.217  0.557

Values from the calculation:
M	925.57	g/mol
spin multiplicity	1
highest occupied orbital energy	-0.2290	hartree
charge	0
LUMO level	0.4	eV